No. 1
Computed, not measured: a molecular structure, C41H37BrCdF5GeN2O3PS2Se in a non-equilibrium geometry, with ωB97M-V with the def2-TZVPD basis set.

XYZ file:
```
95
Properties=species:S:1:pos:R:3:lowdin_charge:R:1
Cd 1.184 1.225 0.356 1.204
Br 2.373 -3.964 -5.278 0.739
Se -0.140 -2.676 0.472 0.862
Ge -1.864 -5.035 -0.865 0.750
S 3.047 2.488 -0.803 0.528
S -1.736 4.249 1.376 0.530
P -1.342 1.515 0.073 0.900
F 2.389 5.780 3.090 0.126
F 4.939 4.622 -1.546 0.074
F 1.804 3.514 1.811 -0.002
F 5.497 6.897 -0.261 0.120
F 4.232 7.512 2.074 0.124
O -1.219 5.513 0.940 -0.277
O -2.139 4.109 2.747 -0.283
O -0.779 3.104 0.966 -0.560
N 2.612 -0.722 -0.160 0.014
N 2.673 0.652 2.249 0.029
C -3.222 -0.994 3.453 -0.080
C 5.035 0.312 2.328 0.000
C 3.941 6.384 1.429 -0.143
C -2.146 -0.151 3.683 -0.079
C -3.066 3.743 0.334 -0.257
C 2.052 -1.640 -3.676 -0.112
C -0.682 1.457 -2.576 -0.141
C 2.098 -0.912 -2.500 -0.016
C -5.094 2.785 -1.233 -0.065
C 2.713 4.338 1.258 -0.242
C 5.131 1.152 3.430 -0.032
C 3.973 1.716 3.939 -0.027
C -0.592 1.030 -3.894 -0.088
C -3.219 -0.359 1.134 -0.093
C -1.140 -0.190 -4.268 -0.093
C -4.217 4.500 0.198 -0.040
C 3.334 3.978 0.071 -0.561
C 2.957 -2.845 -1.340 -0.052
C -3.929 2.048 -1.090 -0.069
C 3.667 -0.721 0.546 -0.104
C -1.890 -0.531 -2.004 -0.120
C -1.590 0.563 2.633 -0.111
C -1.775 -0.975 -3.316 -0.076
C -0.979 -4.557 -2.551 -0.211
C -2.888 2.518 -0.292 -0.237
C 0.577 -2.418 2.259 -0.399
C 4.282 4.885 -0.412 -0.255
C 2.453 -2.966 -3.672 -0.695
C 4.583 6.065 0.242 -0.145
C -2.164 -6.970 -0.780 -0.223
C 2.898 -3.579 -2.511 -0.122
C -1.352 0.695 -1.619 -0.373
C -0.710 -4.526 0.661 -0.603
C -5.242 4.011 -0.595 -0.066
C -3.568 -4.080 -0.690 -0.205
C 2.763 1.426 3.320 -0.129
C -2.115 0.460 1.348 -0.335
C 3.788 0.103 1.759 -0.293
C 3.002 5.507 1.940 -0.148
C 2.570 -1.508 -1.338 -0.321
C -3.755 -1.098 2.175 -0.073
H -0.753 1.231 2.815 0.085
H 0.163 -5.175 0.728 0.015
H -1.740 -0.044 4.681 0.108
H -3.656 -1.556 4.269 0.104
H 3.185 -4.621 -2.520 0.105
H -3.828 1.115 -1.630 0.098
H -2.839 -7.288 -1.574 0.018
H 4.544 -1.305 0.260 0.141
H -4.603 -1.745 1.991 0.104
H 3.269 -3.318 -0.418 0.115
H -3.673 -0.427 0.154 0.090
H -6.151 4.584 -0.722 0.107
H -1.067 -0.529 -5.293 0.106
H -1.222 -7.505 -0.901 0.017
H -4.342 -4.569 -1.282 0.021
H -1.714 -4.269 -3.304 0.015
H -0.413 -5.403 -2.940 0.021
H -0.222 -2.459 2.993 0.013
H 1.702 -1.179 -4.589 0.101
H 1.834 1.841 3.700 0.118
H -0.289 -3.723 -2.410 -0.009
H 3.992 2.374 4.796 0.115
H 1.325 -3.183 2.465 0.024
H -3.892 -4.063 0.351 0.017
H 5.910 -0.154 1.898 0.120
H -2.384 -1.160 -1.277 0.051
H -4.301 5.454 0.700 0.124
H -3.477 -3.051 -1.034 -0.006
H 1.775 0.123 -2.490 0.084
H -2.602 -7.258 0.175 0.018
H -2.190 -1.936 -3.595 0.094
H -0.229 2.405 -2.296 0.099
H -0.084 1.648 -4.623 0.109
H 6.091 1.358 3.881 0.116
H -1.290 -4.618 1.581 0.019
H 1.048 -1.438 2.293 -0.024
H -5.892 2.406 -1.858 0.106
```

Computed properties:
* molar mass: 1139.742 g/mol
* calculated total energy: -293255.364 eV
* HOMO: -0.2824 hartree
* relative energy (zero: lowest compared OMol25 entry of this formula, charge and spin): 189.1 kJ/mol
* Kohn-Sham gap: 6.5 eV
* lowest unoccupied orbital energy: -0.044 Ha


No. 2
Computed, not measured: a molecular structure, C41H37Cl5CuP2 in a non-equilibrium geometry, with ωB97M-V with the def2-TZVPD basis set.

XYZ file:
```
86
Properties=species:S:1:pos:R:3:lowdin_spin:R:1
Cu -1.801 1.071 -1.741 0.001
Cl -0.646 2.954 1.972 0.001
Cl -2.810 1.294 6.743 0.000
Cl -2.335 3.599 4.621 0.000
Cl -1.841 -1.639 6.110 0.005
Cl -0.546 -2.335 3.362 0.102
P -0.456 -1.725 1.158 0.181
P 2.975 -0.763 0.874 0.075
C -4.115 -3.363 1.118 -0.001
C -2.909 -4.569 -0.604 -0.001
C 0.876 -2.531 0.347 0.187
C 3.505 3.412 -0.994 0.003
C 4.726 -2.875 1.271 0.006
C 7.131 -2.703 1.240 0.000
C 3.752 1.003 -1.075 0.004
C -0.190 2.196 -2.062 0.001
C 7.042 -1.326 1.006 0.002
C -2.505 0.953 -3.526 0.000
C -1.979 0.980 5.282 0.000
C 4.627 -1.491 1.031 0.021
C -1.832 -3.674 -0.478 0.015
C 0.458 0.025 -3.191 0.001
C -1.745 2.018 4.337 0.000
C -4.537 3.573 -0.123 0.000
C 2.743 3.288 0.174 0.000
C -1.561 -0.354 5.008 0.001
C -1.046 1.710 3.120 0.001
C -3.268 1.628 -0.665 0.000
C -2.073 -0.322 -3.131 0.000
C 5.977 -3.481 1.357 0.001
C -3.286 2.986 -0.401 0.000
C -1.616 1.941 -4.230 0.000
C -0.743 -0.886 -3.533 0.000
C -0.658 2.822 -3.342 0.000
C -5.572 1.376 -0.108 0.000
C 3.079 0.883 0.150 0.012
C 0.168 0.854 -1.963 0.002
C 5.791 -0.713 0.919 0.004
C 2.031 -1.910 -0.079 0.302
C -4.326 0.774 -0.418 0.000
C -0.949 -0.606 3.770 0.002
C -4.040 -4.421 0.205 0.012
C -3.059 -2.465 1.241 0.012
C 3.976 2.261 -1.634 0.000
C -5.670 2.766 -0.018 0.000
C 2.496 2.027 0.726 0.003
C -1.838 -2.717 0.571 0.015
C -0.707 0.401 2.882 0.001
C 2.233 -0.540 2.483 0.002
H 4.537 2.342 -2.564 0.000
H 2.501 -2.212 -1.034 0.011
H 1.854 1.950 1.601 0.000
H -1.022 -3.716 -1.217 0.001
H 0.679 0.682 -4.039 0.000
H 7.945 -0.726 0.890 0.000
H -4.869 -5.125 0.128 0.001
H -1.151 3.783 -3.116 0.000
H -4.190 -0.316 -0.467 0.000
H -3.157 -1.562 1.843 0.000
H -2.850 -5.371 -1.342 0.000
H 4.121 0.108 -1.583 0.000
H 5.711 0.363 0.744 0.000
H -0.627 -1.833 -2.998 0.000
H -4.997 -3.232 1.746 0.000
H -2.240 2.659 -4.781 0.000
H -2.845 -1.039 -2.804 0.000
H 3.711 4.399 -1.416 0.000
H 2.117 -1.508 2.978 0.000
H 0.548 0.466 -1.000 0.002
H -2.366 3.587 -0.425 0.000
H -6.451 0.743 0.049 0.000
H 0.087 2.926 -1.291 0.000
H 0.578 -3.505 -0.051 0.012
H 2.876 0.114 3.081 0.000
H -4.609 4.658 -0.004 0.000
H 8.106 -3.169 1.346 0.000
H 2.340 4.179 0.660 0.000
H -6.637 3.235 0.170 0.000
H -3.578 1.148 -3.580 0.000
H 3.813 -3.469 1.361 0.001
H 1.245 -0.068 2.363 0.001
H -0.732 -1.119 -4.609 0.000
H -1.027 1.344 -4.941 0.000
H 6.045 -4.559 1.515 0.000
H 0.248 3.041 -3.927 0.000
H 1.359 -0.584 -3.044 0.001
```

Computed properties:
* multiplicity: 2
* molar mass: 832.506 g/mol
* <S²>: 0.76
* calculated total energy: -168938.283 eV
* HOMO (spin up / spin down): -0.2314 / -0.2441 hartree
* relative energy (zero: lowest compared OMol25 entry of this formula, charge and spin): 352.2 kJ/mol
* Kohn-Sham gap (spin up / spin down): 6.3 / 6.0 eV
* lowest unoccupied orbital energy (spin up / spin down): 0.002 / -0.022 Ha